{"formula": "C2H5NOS", "method": "the ωB97M-V functional and the def2-TZVPD basis", "homo_lumo_gap_ev": 9.806, "largest_force_ev_per_a": 2.84, "relative_energy_kcal_mol": 43.79, "species": ["O", "C", "C", "N", "S", "H", "H", "H", "H", "H"], "coordinates": [[2.6219, -0.5598, 0.1480], [1.7738, 0.5408, -0.0903], [0.4344, 0.0313, -0.4566], [-0.5941, 0.3599, 0.2529], [-2.1487, -0.1679, -0.0346], [2.5966, -0.7337, 1.0957], [2.1990, 1.1411, -0.8887], [1.7095, 1.1927, 0.8118], [0.3969, -0.6750, -1.2473], [-2.5885, 0.2875, 1.1102]], "forces_ev_per_angstrom": [[0.541, -0.253, 0.261], [0.081, 0.806, 0.931], [-2.220, 0.771, 1.601], [2.045, 0.186, -0.465], [0.114, -0.624, -0.933], [0.025, -0.163, -0.204], [0.127, 0.000, -0.251], [-0.145, -0.335, -0.637], [-0.113, -0.687, -0.968], [-0.455, 0.299, 0.667]]}